1.
Density functional theory data (ωB97M-V with the def2-TZVPD basis set) for the molecule C8H15NO3S at a distorted geometry.

The geometry in XYZ format:
```
28
Properties=species:S:1:pos:R:3:lowdin_charge:R:1
C -2.98712 -2.74149 -0.17345 -0.117
C -2.53837 -1.33164 -0.10628 -0.142
C -1.27673 -0.98924 -0.30524 -0.048
C -0.75408 0.38504 -0.26480 -0.214
O -1.76586 1.45843 -0.26042 -0.183
C -2.25074 1.86783 0.99364 -0.101
C 0.55542 0.68608 -0.24448 -0.256
C 0.92570 2.13083 0.01483 -0.064
S 1.73303 -0.53359 0.38727 0.634
O 1.48195 -0.69186 1.78085 -0.289
O 1.64325 -1.72682 -0.42054 -0.317
N 3.25801 0.24359 0.32732 -0.174
C 3.62371 0.02876 -1.09315 -0.183
H -2.94076 -3.30027 -1.21625 0.123
H -4.00516 -2.91021 0.31846 0.085
H -2.36855 -3.30481 0.53731 0.068
H -3.23101 -0.54625 -0.41563 0.114
H -0.50265 -1.67960 -0.16829 0.074
H -3.38201 2.07861 0.85733 0.121
H -1.63782 2.83530 1.23270 0.108
H -1.93628 1.09387 1.68535 0.089
H 1.25747 2.17162 1.09373 0.108
H 1.78720 2.27378 -0.79294 0.108
H 0.15202 2.81563 -0.25522 0.059
H 3.88625 -0.31640 1.00887 0.148
H 4.73214 0.13716 -1.31190 0.098
H 3.31000 -0.97939 -1.45432 0.071
H 3.23102 0.84500 -1.75473 0.081
```

Summary:
Relative energy (zero: lowest compared OMol25 entry of this formula, charge and spin)   91.7 kcal per mole
Charge   0
SMILES string   C/C=C/C(OC)=C(/C)S(=O)(=O)NC
Gap between HOMO and LUMO   9.22 eV
Strongest force on any atom   3.61 eV/Å


2.
Density functional theory data (ωB97M-V with the def2-TZVPD basis set) for the molecule C3H7PS2 at a distorted geometry.

The geometry in XYZ format:
```
13
Properties=species:S:1:pos:R:3:lowdin_spin:R:1
C -0.01804 0.94981 -0.41011 0.768
C 2.19990 -0.37294 -0.28803 0.105
C 0.96527 0.32832 0.22929 0.739
P -2.75823 0.20572 -0.59335 0.057
S -1.52367 1.56396 0.46227 0.157
S -2.24560 -1.67531 0.22161 0.020
H -0.03974 1.09822 -1.55692 0.027
H 2.18655 -0.33764 -1.30181 -0.002
H 2.23513 -1.45405 0.21553 0.043
H 3.15381 0.13177 0.23544 0.040
H 1.03933 0.43881 1.35691 0.030
H -1.35702 -1.39899 1.29072 0.003
H -3.83768 0.52230 0.13845 0.014
```

Summary:
2S+1   3
Relative energy (zero: lowest compared OMol25 entry of this formula, charge and spin)   52.7 kcal per mole
Charge   0
<S²>   2.009
Gap between HOMO and LUMO (alpha / beta)   5.81 / 6.43 eV
Strongest force on any atom   10.89 eV/Å


3.
Density functional theory data (ωB97M-V with the def2-TZVPD basis set) for the molecule C19H21F3N4O2 at a distorted geometry.

The geometry in XYZ format:
```
49
Properties=species:S:1:pos:R:3:lowdin_charge:R:1
C -2.23246 1.60834 -2.30141 -0.042
C -0.86892 1.39456 -1.55036 -0.343
C 0.24316 2.14371 -2.29629 -0.048
C -1.07098 1.95149 -0.13075 -0.169
C -2.32682 1.48014 0.64269 -0.366
O -3.06571 2.32207 1.15656 0.044
N -2.95840 0.22526 0.59951 0.100
C -2.41721 -1.06107 0.33573 -0.349
C -3.52020 -2.06437 0.35988 -0.199
O -4.47570 -1.65995 1.36786 -0.090
C -1.42791 -1.47891 1.41259 -0.112
C -0.10933 -1.50829 0.76546 -0.118
C 0.41905 -2.78102 0.47355 0.094
N 1.71726 -2.47753 0.03739 -0.075
N 2.81642 -3.11884 -0.12558 0.181
C 3.79842 -2.24625 -0.16312 -0.030
C 5.29325 -2.61222 -0.32164 -0.643
F 5.77931 -2.78845 -1.59794 0.110
F 5.60310 -3.68615 0.32645 0.192
F 5.95737 -1.63201 0.15709 0.196
C 3.18168 -0.87985 -0.17231 -0.106
C 3.46962 0.42997 -0.09045 0.026
C 2.41534 1.36021 0.26156 0.017
C 1.10469 0.95856 0.58938 -0.201
C 0.86705 -0.41476 0.48415 -0.005
C 1.92471 -1.14769 0.10827 -0.224
N 0.15244 1.95554 0.72681 -0.097
C 0.17488 2.77340 1.92862 -0.040
H -2.33879 2.60468 -2.63197 0.061
H -2.24620 0.98659 -3.19243 0.080
H -3.16127 1.39481 -1.74653 0.083
H -0.56801 0.34279 -1.42598 0.116
H 1.20911 2.17378 -1.76319 0.063
H -0.21189 3.10659 -2.55155 0.079
H 0.46755 1.65405 -3.31422 0.111
H -1.34002 3.00379 -0.22711 0.153
H -3.88138 0.20654 0.96170 0.119
H -1.94550 -1.11629 -0.63229 0.138
H -3.18168 -3.13976 0.51609 0.142
H -4.09906 -1.89297 -0.64033 0.158
H -3.85752 -1.39306 2.12628 0.124
H -1.67877 -2.45400 1.73057 0.094
H -1.37956 -0.79799 2.28657 0.150
H 0.03896 -3.76155 0.63934 0.123
H 4.54006 0.70293 -0.21671 0.128
H 2.54617 2.44525 0.22854 0.123
H 0.35981 3.81955 1.75741 0.084
H 0.99675 2.47594 2.45587 0.047
H -0.71287 2.59243 2.65623 0.124
```

Summary:
Relative energy (zero: lowest compared OMol25 entry of this formula, charge and spin)   126.8 kcal per mole
Charge   0
SMILES string   CC(C)[C@H]1C(=O)N[C@H](CO)Cc2cn3nc(C(F)(F)F)c4ccc(c2c43)N1C
Gap between HOMO and LUMO   8.08 eV
Strongest force on any atom   3.85 eV/Å


4.
Density functional theory data (ωB97M-V with the def2-TZVPD basis set) for a structure of composition C29H24MnN9OS at a distorted geometry.

The geometry in XYZ format:
```
65
Properties=species:S:1:pos:R:3:lowdin_spin:R:1
Mn 0.19384 -0.38597 0.89675 3.925
N 2.79019 3.05729 -0.88091 0.100
C 2.06858 2.41673 0.06594 0.080
N 1.70662 1.18733 -0.04509 0.060
C 2.05399 0.49120 -1.18711 0.282
N 1.40433 -0.72416 -1.14732 0.068
N 1.41670 -1.71087 1.46169 -0.158
C 0.76024 -2.77012 1.68540 0.024
C -0.67560 -2.69993 2.13319 -0.004
C -1.45697 -3.79872 2.41539 0.006
C -2.71649 -3.58352 2.96070 0.002
C -3.13514 -2.28536 3.19830 0.007
C -2.29805 -1.23771 2.84126 0.004
N -1.09629 -1.43821 2.32193 0.019
C 2.97884 1.01766 -2.13982 0.025
C 3.58860 0.29916 -3.17572 0.060
C 4.45555 0.92311 -4.05103 0.010
C 4.74736 2.27680 -3.90528 0.077
C 4.19696 2.99952 -2.85834 0.002
C 3.33686 2.36991 -1.97686 0.061
H 3.02811 4.02576 -0.74554 0.002
H 1.78580 2.98631 0.94352 0.002
H 1.21594 -3.76548 1.64971 -0.007
H -1.08468 -4.79612 2.22316 0.000
H -3.35895 -4.41949 3.20401 0.000
H -4.09752 -2.07756 3.64415 0.001
H -2.59563 -0.20445 2.98584 0.000
H 3.38314 -0.75634 -3.27967 0.003
H 4.91527 0.35436 -4.84776 -0.001
H 5.42083 2.76551 -4.59565 0.004
H 4.44174 4.04604 -2.72251 -0.002
O -2.22047 2.88548 1.26295 0.018
C -1.43335 1.95562 1.38939 0.010
N -1.13816 1.00941 0.48735 0.010
C -1.68489 1.16221 -0.85012 0.005
C -0.78212 0.45677 -1.82797 0.021
C -0.48055 0.91505 -3.04854 0.031
C 0.26506 0.09911 -3.98512 0.011
C 0.78225 -1.06822 -3.60410 0.017
C 0.74119 -1.47869 -2.18959 0.013
N -0.20530 -0.73673 -1.30466 0.162
C -0.64153 1.80608 2.67995 0.004
C -0.98507 2.52741 3.80735 0.000
C -0.24595 2.33295 4.96468 0.002
C 0.81660 1.44171 4.94865 0.001
C 1.10883 0.77457 3.77107 0.005
N 0.39339 0.95411 2.66276 0.025
H -1.75818 2.21847 -1.11792 0.001
H -2.69688 0.75284 -0.91367 0.000
H -0.91541 1.84859 -3.38167 0.002
H 0.33286 0.41778 -5.01717 0.000
H 1.22546 -1.75796 -4.30964 0.001
H 0.79201 -2.54321 -1.98805 0.001
H -1.81486 3.21804 3.74860 0.000
H -0.49389 2.87227 5.86962 0.000
H 1.41448 1.26268 5.83101 0.000
H 1.93806 0.08115 3.69730 0.000
S -5.19987 -1.73445 -1.19077 0.001
C -4.11877 -2.77562 -2.00138 0.000
C -2.92216 -2.77251 -1.36223 0.001
N -2.83738 -1.96827 -0.24976 0.002
C -3.97723 -1.37215 -0.05425 0.000
H -4.40991 -3.32510 -2.88102 0.000
H -2.05955 -3.34848 -1.66580 0.000
H -4.16290 -0.67360 0.75042 0.000
```

Summary:
2S+1   6
Relative energy (zero: lowest compared OMol25 entry of this formula, charge and spin)   66.5 kcal per mole
Charge   +1
<S²>   8.907
Gap between HOMO and LUMO (alpha / beta)   5.77 / 7.75 eV
Strongest force on any atom   1.34 eV/Å


5.
Density functional theory data (ωB97M-V with the def2-TZVPD basis set) for a structure of composition C33H49ClO4P4SW at a distorted geometry.

The geometry in XYZ format:
```
93
Properties=species:S:1:pos:R:3:lowdin_spin:R:1
P 1.59750 1.42923 -3.18803 0.432
C 3.26878 1.72327 -2.82495 0.055
C 4.10909 0.97198 -3.68695 0.051
H 3.68868 0.13405 -4.24135 0.001
C 5.42236 1.37490 -3.83315 -0.004
H 6.05514 0.87159 -4.56240 -0.001
C 5.88434 2.44524 -3.04194 0.046
H 6.90319 2.79123 -3.18127 0.002
C 5.10900 3.06072 -2.04474 0.003
H 5.50957 3.86748 -1.40148 0.000
C 3.79334 2.64566 -1.86751 0.036
H 3.15468 3.00942 -1.05547 0.002
C 1.10957 -0.24773 -3.29928 0.034
C 1.73287 -1.32160 -2.60808 0.063
H 2.50951 -1.10947 -1.87534 0.002
C 1.37758 -2.63692 -2.89912 -0.007
H 1.89161 -3.48262 -2.41055 -0.002
C 0.38350 -2.89623 -3.85780 0.080
H 0.12823 -3.93326 -4.10947 0.004
C -0.29700 -1.83954 -4.48293 -0.010
H -1.05457 -2.05412 -5.24632 -0.002
C 0.01466 -0.53114 -4.15382 0.065
H -0.53951 0.29954 -4.58302 0.002
C 0.47744 2.68920 -3.71745 0.054
C 0.90940 3.17123 -4.98079 0.033
H 1.84290 2.77323 -5.37009 0.004
C 0.15924 4.11677 -5.65872 0.002
H 0.48889 4.46653 -6.63928 0.000
C -1.01202 4.62017 -5.06794 0.010
H -1.61363 5.35705 -5.59543 0.001
C -1.42968 4.19749 -3.79307 0.000
H -2.31863 4.60148 -3.28800 0.000
C -0.69226 3.23170 -3.11019 0.015
H -0.99238 2.94198 -2.10003 0.001
W 0.26847 0.43873 1.46486 0.707
C -1.11225 -1.09598 1.44816 -0.015
C -1.91339 -1.24371 0.33822 0.132
H -1.22967 -1.75599 2.30323 -0.001
C -1.72154 -0.24291 -0.81778 0.012
O -2.97451 0.31014 -1.29548 0.002
H -2.84069 1.04123 -1.93687 0.000
C -0.89594 0.78470 -0.17295 0.007
H -1.18410 -0.78140 -1.64457 0.002
C -0.06295 1.83947 0.10797 0.005
Cl 2.33958 1.51188 1.77208 0.075
P -1.06069 1.87476 2.75773 0.041
P 1.77070 -1.57955 2.29097 -0.004
C -0.38295 2.13184 4.39523 -0.002
H 0.58002 2.65152 4.29676 0.000
H -0.25953 1.17008 4.92146 0.000
H -1.09074 2.77169 4.93980 -0.001
C -1.12471 3.50030 1.94911 0.006
H -1.52154 3.41466 0.92701 0.000
H -0.12649 3.95401 1.90211 0.000
H -1.79320 4.13776 2.53838 0.001
C -2.77486 1.31800 2.85684 0.020
H -2.83947 0.41433 3.48083 -0.001
H -3.16075 1.12475 1.84402 0.000
H -3.36452 2.11712 3.33115 0.002
C 2.38720 -1.23857 3.95323 0.000
H 1.60012 -1.51453 4.68281 0.000
H 2.58549 -0.15798 4.05346 0.000
H 3.30321 -1.83942 4.07445 0.000
C 1.02295 -3.21164 2.46256 -0.002
H 0.67020 -3.55383 1.48171 0.000
H 0.18892 -3.17324 3.18364 0.000
H 1.81964 -3.86282 2.84586 0.000
C 3.15183 -1.86361 1.14943 0.000
H 3.73346 -0.94703 0.97663 0.000
H 2.75094 -2.23204 0.19303 0.000
H 3.78796 -2.64011 1.60023 0.000
P -3.18645 -2.52309 0.19042 0.018
C -3.20262 -3.43701 1.71060 0.000
C -2.60965 -3.33728 -1.30193 0.007
H -3.10055 -2.82610 2.62258 0.000
H -2.38282 -4.16863 1.70493 0.000
H -4.16100 -3.97828 1.76184 0.000
H -2.05479 -2.63362 -1.95191 0.001
H -3.49318 -3.68973 -1.85888 0.001
H -1.94340 -4.17174 -1.04057 0.000
C -4.67196 -1.58137 -0.14219 0.007
H -5.10574 -1.19597 0.79810 0.000
H -5.38443 -2.21395 -0.69684 0.001
H -4.38310 -0.73271 -0.77768 0.000
H 0.32300 2.54991 -0.63454 0.006
C -1.43848 -2.53852 6.85220 0.000
S -1.25473 -1.55751 5.37046 0.000
O -1.20954 -2.53045 4.25258 0.000
O -2.43482 -0.68079 5.32450 0.000
O 0.02118 -0.83577 5.55608 0.001
H -2.47699 -2.88516 6.88606 0.000
H -1.21598 -1.97133 7.76172 0.000
H -0.73154 -3.37203 6.73307 0.000
```

Summary:
2S+1   3
Relative energy (zero: lowest compared OMol25 entry of this formula, charge and spin)   80.9 kcal per mole
Charge   +2
<S²>   2.038
Gap between HOMO and LUMO (alpha / beta)   7.09 / 5.70 eV
Strongest force on any atom   3.93 eV/Å


6.
Density functional theory data (ωB97M-V with the def2-TZVPD basis set) for a structure of composition C6H8O6Rb at a distorted geometry.

The geometry in XYZ format:
```
21
Properties=species:S:1:pos:R:3:lowdin_spin:R:1
O 3.10239 -0.66238 -0.26037 0.005
C 4.38639 -0.11268 -0.32825 0.000
O 5.25540 -0.55475 0.42642 0.003
O 4.43697 0.83158 -1.15159 0.000
C 2.83552 -1.64898 0.73287 0.122
H 3.53536 -2.49517 0.59589 0.035
H 3.03672 -1.23883 1.73562 0.016
C 1.43104 -2.10533 0.61077 0.721
H 0.98607 -2.16841 -0.38445 0.049
H 1.07183 -2.84635 1.32739 0.044
O -2.95159 0.32607 -1.14406 0.000
C -1.84360 0.77527 -0.56488 0.001
C -4.09715 0.83976 -0.43485 0.000
O -2.04308 1.04121 0.72027 0.002
O -1.04275 1.46308 -1.18697 0.001
C -3.46013 1.58791 0.74634 0.000
H -4.72501 -0.00495 -0.13622 0.000
H -4.64176 1.50195 -1.11729 0.000
H -3.72815 2.64788 0.67753 0.000
H -3.74410 1.42557 1.79324 0.000
Rb 2.19964 1.39756 -2.65741 0.001
```

Summary:
2S+1   2
Relative energy (zero: lowest compared OMol25 entry of this formula, charge and spin)   8.9 kcal per mole
Charge   0
<S²>   0.753
Gap between HOMO and LUMO (alpha / beta)   7.24 / 7.30 eV
Strongest force on any atom   5.59 eV/Å